No. 1
Below is the molecule C3H8IPS, with properties calculated with ωB97M-V/def2-TZVPD.

The geometry in ORCA input format:
```
! wB97M-V def2-TZVPD RIJCOSX def2/J DEFGRID3
* xyz 0 1
I -3.612 2.720 0.134
S -3.147 0.761 -1.132
P -2.036 -0.341 0.277
C 2.142 -0.202 0.126
C 0.736 -0.654 0.498
C -0.317 0.236 -0.155
H 2.884 -0.831 0.613
H 2.306 0.827 0.436
H -0.195 0.250 -1.244
H 0.614 -0.623 1.584
H -0.213 1.264 0.212
H 2.291 -0.266 -0.950
H 0.588 -1.690 0.180
H -2.042 -1.452 -0.581
*
```

Summary:
SMILES string = CCCPSI
energy above the lowest of the compared OMol25 structures with the same formula, charge and spin = 17.2 kcal per mole
HOMO-LUMO gap = 8.07 eV
electronic energy = -31465.75522 eV


No. 2
Below is the molecule C11H21OP in a non-equilibrium geometry, with properties calculated with ωB97M-V/def2-TZVPD.

The geometry in ORCA input format:
```
! wB97M-V def2-TZVPD RIJCOSX def2/J DEFGRID3
* xyz 0 1
P -3.859 -0.595 0.602
O -5.097 0.080 0.136
C -0.605 0.807 0.061
C -2.762 -0.719 -0.948
C -0.113 2.286 -0.106
C 0.415 -0.214 -0.551
C -2.576 -1.295 -2.075
C -1.960 0.819 -0.669
C 1.773 -0.686 0.198
C 2.474 0.594 0.702
C 1.364 -1.692 1.335
C 2.723 -1.360 -0.785
C -0.795 0.786 1.602
H 0.706 -1.273 2.093
H 0.124 1.149 2.017
H 2.162 -2.099 -1.358
H 0.674 0.155 -1.554
H -1.500 1.478 2.005
H 3.103 -0.491 -1.425
H -1.030 -0.223 1.869
H 2.369 1.396 0.036
H 0.234 2.607 -1.096
H 3.720 -1.675 -0.343
H -3.066 -2.223 -2.451
H 0.657 -2.490 0.906
H 2.257 -2.104 1.702
H -0.119 -1.174 -0.665
H 0.732 2.405 0.629
H 3.557 0.489 0.946
H -1.895 -0.845 -2.782
H -2.849 1.303 -0.179
H -1.832 1.143 -1.779
H 2.014 0.824 1.677
H -1.000 2.839 0.249
*
```

Summary:
SMILES string = C=C(CC(C)(C)CC(C)(C)C)P=O
energy above the lowest of the compared OMol25 structures with the same formula, charge and spin = 18.5 kcal per mole
HOMO-LUMO gap = 8.56 eV
electronic energy = -23080.87187 eV


No. 3
Below is a structure of composition C24H36BrMoN11Se, with properties calculated with ωB97M-V/def2-TZVPD.

The geometry in ORCA input format:
```
! wB97M-V def2-TZVPD RIJCOSX def2/J DEFGRID3
* xyz 2 3
Mo -0.107 0.716 -0.035
Br 2.825 1.626 2.148
Se -1.144 1.966 -1.688
N -0.874 0.478 4.200
N -4.392 -1.410 -0.024
N 2.291 -2.604 -1.773
N -0.345 0.049 2.103
N 0.606 -1.112 -0.953
N -2.081 -0.656 -0.114
N -3.931 0.670 0.507
N -0.256 2.522 1.234
N 2.758 -1.228 -0.035
N 1.930 1.554 -0.516
N -0.359 3.545 3.177
C 1.782 -1.657 -0.966
C -0.523 0.999 3.008
C -4.433 -2.821 -0.362
C 4.265 2.710 -1.512
C -3.281 1.835 1.019
C 4.075 2.564 -0.152
C -0.605 -1.139 2.745
C -0.396 2.362 2.542
C -5.364 0.590 0.685
C 1.643 -3.568 -2.651
C 3.441 2.341 -3.882
C 3.728 -2.777 -1.536
C -1.672 -1.871 -0.827
C 2.165 1.672 -1.840
C -3.371 -0.495 0.088
C -0.513 -1.598 -1.760
C 3.304 2.231 -2.394
C 2.575 -1.908 1.256
C -0.100 3.870 1.020
C -0.930 -0.890 4.043
C 4.043 -1.570 -0.656
C -0.159 4.515 2.218
C 2.908 1.965 0.296
C -5.698 -0.775 0.110
H -1.188 -1.541 4.855
H 2.827 3.156 -4.263
H -6.203 -0.714 -0.858
H 3.920 -3.743 -1.061
H 4.389 -0.727 -1.257
H -2.216 1.782 0.837
H 4.262 -2.746 -2.485
H 4.819 2.886 0.561
H -0.557 -2.081 2.233
H -2.465 -2.275 -1.447
H -3.663 -3.389 0.153
H 2.342 -4.390 -2.789
H -0.097 5.555 2.472
H -5.394 -3.196 -0.012
H -6.323 -1.365 0.782
H -3.654 2.733 0.520
H -5.625 0.672 1.746
H -3.465 1.934 2.096
H -1.092 0.980 5.045
H -0.436 3.711 4.167
H 5.166 3.178 -1.883
H 1.630 -1.609 1.700
H -0.274 -2.491 -2.338
H -5.858 1.404 0.152
H 3.121 1.427 -4.378
H -4.384 -3.012 -1.436
H -0.788 -0.803 -2.462
H 4.788 -1.779 0.109
H 1.412 -3.146 -3.630
H 0.741 -3.978 -2.195
H 2.602 -2.999 1.159
H -1.370 -2.658 -0.121
H 1.372 1.308 -2.481
H 0.014 4.267 0.028
H 4.472 2.538 -4.167
H 3.372 -1.591 1.924
*
```

Summary:
HOMO-LUMO gap (alpha / beta) = 6.19 / 7.20 eV
electronic energy = -179097.01750 eV


No. 4
Below is the molecule C4H8N2OS in a non-equilibrium geometry, with properties calculated with ωB97M-V/def2-TZVPD.

The geometry in ORCA input format:
```
! wB97M-V def2-TZVPD RIJCOSX def2/J DEFGRID3
* xyz 0 1
S -2.096 -0.993 0.432
O -0.755 0.758 -0.848
N -2.104 0.532 -0.334
N -0.404 -1.117 0.501
C 2.335 -1.481 -0.106
C -2.493 1.663 0.534
C 1.598 -0.211 -0.471
C 0.193 -0.241 -0.168
H -3.533 1.637 0.573
H 1.875 0.063 -1.510
H 2.064 -2.349 -0.835
H 2.025 0.475 0.218
H -2.194 2.481 -0.107
H 3.352 -1.113 -0.343
H 2.189 -1.877 0.861
H -2.053 1.773 1.601
*
```

Summary:
SMILES string = CCC1=NSN(C)O1
energy above the lowest of the compared OMol25 structures with the same formula, charge and spin = 82.9 kcal per mole
HOMO-LUMO gap = 8.96 eV
electronic energy = -20137.23900 eV


No. 5
Below is the molecule C3H2N2S2, with properties calculated with ωB97M-V/def2-TZVPD.

The geometry in ORCA input format:
```
! wB97M-V def2-TZVPD RIJCOSX def2/J DEFGRID3
* xyz 0 1
S -1.093 0.774 1.004
S 1.343 0.419 2.760
N 0.357 -0.447 -0.899
N -1.864 0.223 -1.496
C 1.092 -0.373 0.137
C -0.922 0.139 -0.671
C 0.527 0.266 1.378
H -1.529 -0.201 -2.357
H 2.089 -0.799 0.143
*
```

Summary:
SMILES string = [H]/N=C1\N=CC(=S)S1
energy above the lowest of the compared OMol25 structures with the same formula, charge and spin = 0.0 kcal per mole
HOMO-LUMO gap = 7.69 eV
electronic energy = -27793.15797 eV


No. 6
Below is the molecule C3H7NO2 in a non-equilibrium geometry, with properties calculated with ωB97M-V/def2-TZVPD.

The geometry in ORCA input format:
```
! wB97M-V def2-TZVPD RIJCOSX def2/J DEFGRID3
* xyz 0 1
O -0.419 -1.419 -1.040
O 2.243 0.989 0.535
N 1.597 0.377 -0.311
C 0.457 0.989 -0.842
C -0.652 -0.261 -0.328
C -0.678 -0.434 1.177
H -1.504 -1.093 1.443
H 0.230 1.991 -0.462
H 0.432 -1.786 -0.765
H 0.452 0.870 -1.926
H -1.604 0.132 -0.691
H -0.801 0.526 1.671
H 0.246 -0.881 1.538
*
```

Summary:
SMILES string = C[C@H](O)CN=O
energy above the lowest of the compared OMol25 structures with the same formula, charge and spin = 91.2 kcal per mole
HOMO-LUMO gap = 9.25 eV
electronic energy = -8806.57546 eV


No. 7
Below is a structure of composition C5H13N2O in a non-equilibrium geometry, with properties calculated with ωB97M-V/def2-TZVPD.

The geometry in ORCA input format:
```
! wB97M-V def2-TZVPD RIJCOSX def2/J DEFGRID3
* xyz 1 1
O 1.564 -1.488 1.292
N 1.396 0.105 -0.457
N -2.820 0.377 -0.553
C -1.392 0.881 1.472
C -1.578 0.202 0.042
C 4.183 0.544 -0.472
C 1.542 -0.682 0.459
C -3.434 -0.822 -0.911
H -1.002 1.877 1.284
H -2.319 0.936 2.036
H 4.691 0.349 -1.410
H -2.909 -1.411 -1.706
H 3.355 1.220 -0.621
H -4.401 -0.618 -1.369
H 3.824 -0.379 -0.043
H -0.701 0.268 2.052
H -1.242 -0.839 0.013
H -3.472 -1.574 -0.102
H 0.634 -0.660 -0.573
H -0.884 0.768 -0.604
H 4.963 0.946 0.172
*
```

Summary:
energy above the lowest of the compared OMol25 structures with the same formula, charge and spin = 168.1 kcal per mole
HOMO-LUMO gap = 6.26 eV
electronic energy = -10410.90566 eV


No. 8
Below is a cluster of 2 separate species, C8H10FNO5 in total in a non-equilibrium geometry, with properties calculated with ωB97M-V/def2-TZVPD.

The geometry in ORCA input format:
```
! wB97M-V def2-TZVPD RIJCOSX def2/J DEFGRID3
* xyz -2 1
F 1.965 0.503 -1.371
O -0.387 1.966 4.707
O 2.084 -2.776 -0.214
O -1.691 1.266 3.003
O 0.079 -2.976 1.134
O -2.626 2.211 4.668
N -1.193 1.222 -2.448
C -1.111 0.811 -1.202
C -0.947 1.859 0.005
C 1.467 -0.814 -1.728
C 2.592 -1.891 -1.267
C 0.788 -2.445 0.273
C -1.126 -0.751 -0.789
C 0.432 -1.121 -0.532
C -1.513 1.822 4.156
H 1.061 -0.910 -2.796
H 2.999 -2.577 -2.076
H 0.158 2.187 0.008
H 0.716 -0.295 0.225
H -1.157 2.262 -2.416
H -1.127 1.266 0.997
H -1.646 -0.916 0.222
H 3.438 -1.248 -0.845
H -1.673 2.729 -0.088
H -1.581 -1.385 -1.628
*
```

Summary:
HOMO-LUMO gap = 1.89 eV
electronic energy = -22898.94822 eV


No. 9
Below is a structure of composition C18H24Cl3FeN8O2PSi in a non-equilibrium geometry, with properties calculated with ωB97M-V/def2-TZVPD.

The geometry in ORCA input format:
```
! wB97M-V def2-TZVPD RIJCOSX def2/J DEFGRID3
* xyz 3 6
Fe -0.116 0.620 0.393
Cl -0.730 -1.809 -4.345
Cl -3.280 -3.078 -2.501
Cl -1.354 -0.687 -1.283
P -1.318 -1.675 2.729
Si -1.374 -2.426 -2.545
O -2.748 -1.934 2.413
O -0.357 -1.217 1.650
N -0.300 -4.098 2.185
N 1.710 0.129 -0.541
N -0.696 3.510 -2.508
N 1.680 0.796 1.981
N -2.697 0.155 4.145
N 1.692 0.320 -1.891
N 0.024 1.807 -1.094
N -2.246 1.092 1.359
C 0.536 3.075 -5.948
C -4.566 0.415 0.380
C 1.313 1.923 -5.798
C 0.837 1.270 -2.138
C -0.664 2.901 -1.342
C 1.701 1.240 3.238
C 3.724 -0.367 2.399
C 2.700 0.906 4.141
C -0.038 2.987 -3.639
C -1.357 -0.541 4.192
C 0.724 1.833 -3.474
C -3.264 0.801 0.910
C 3.719 0.068 3.718
C -0.145 3.609 -4.874
C 2.699 0.030 1.561
C 1.405 1.303 -4.573
C 2.746 -0.191 0.102
C -0.513 -3.198 3.381
H -5.248 1.265 0.384
H 2.693 1.318 5.142
H 3.684 -0.442 -0.393
H 0.169 -3.559 1.451
H -3.421 -0.559 4.006
H -1.201 -4.402 1.811
H -1.146 -3.711 4.102
H 4.520 -0.210 4.392
H 0.914 1.933 3.517
H -0.752 4.500 -4.993
H 0.470 3.558 -6.914
H 0.253 -4.925 2.406
H -2.743 0.748 3.320
H -1.244 3.346 -0.541
H -1.207 4.374 -2.602
H -1.289 -1.107 5.120
H 4.526 -0.985 2.012
H -0.560 0.195 4.152
H -4.972 -0.386 0.998
H 1.847 1.524 -6.650
H 2.004 0.411 -4.437
H 0.453 -2.964 3.824
H -4.451 0.048 -0.641
H -2.897 0.704 4.979
*
```

Summary:
energy above the lowest of the compared OMol25 structures with the same formula, charge and spin = 32.0 kcal per mole
HOMO-LUMO gap (alpha / beta) = 7.86 / 6.71 eV
electronic energy = -124173.57362 eV


No. 10
Below is a structure of composition C18H22INO7PdSe2 in a non-equilibrium geometry, with properties calculated with ωB97M-V/def2-TZVPD.

The geometry in ORCA input format:
```
! wB97M-V def2-TZVPD RIJCOSX def2/J DEFGRID3
* xyz 0 1
I -2.456 4.244 2.698
Pd -0.046 0.100 -0.751
Se 0.263 2.050 -2.184
Se -1.479 -1.128 -2.374
O 1.343 1.506 0.692
O 1.773 -0.823 -1.143
O -0.550 -0.715 -6.676
O 0.738 -2.001 2.994
O 2.843 -2.383 0.063
O -0.031 -0.977 1.146
O 0.314 -2.322 -4.569
N -1.823 0.824 0.204
C -1.733 2.006 0.814
C -3.699 1.535 2.088
C 2.534 2.249 2.532
C -3.761 0.303 1.455
C 0.234 0.085 -4.462
C 1.988 -0.173 2.164
C -1.213 -0.045 -3.966
C 0.176 0.284 -5.993
C 1.437 1.259 2.114
C 3.454 2.233 1.277
C 0.818 -1.174 2.106
C 2.476 -1.246 -0.105
C 2.898 -0.181 0.911
C -2.795 -0.026 0.524
C -2.657 2.390 1.767
C 1.068 -1.170 -4.180
C 0.975 1.287 -3.847
C 2.719 1.236 0.374
H -0.284 -1.579 -6.329
H -4.550 -0.400 1.682
H 3.936 -0.412 1.146
H -1.831 -0.498 -4.742
H 4.471 1.908 1.492
H -4.443 1.820 2.819
H 2.500 -0.408 3.093
H 3.494 3.213 0.802
H 1.993 -1.117 -4.767
H -0.913 2.650 0.525
H 0.473 1.397 2.596
H 3.035 1.917 3.439
H 2.112 3.238 2.709
H 1.206 0.340 -6.369
H 1.341 -1.218 -3.129
H 2.888 1.352 -0.690
H -2.798 -0.983 0.029
H -0.316 1.234 -6.218
H -1.621 0.929 -3.721
H 0.980 2.131 -4.541
H 0.720 -3.103 -4.183
H 2.008 1.022 -3.630
*
```

Summary:
energy above the lowest of the compared OMol25 structures with the same formula, charge and spin = 27.9 kcal per mole
HOMO-LUMO gap = 6.31 eV
electronic energy = -177117.07500 eV


No. 11
Below is a structure of composition C32H32IN9O2S2Sr in a non-equilibrium geometry, with properties calculated with ωB97M-V/def2-TZVPD.

The geometry in ORCA input format:
```
! wB97M-V def2-TZVPD RIJCOSX def2/J DEFGRID3
* xyz 0 1
I -0.621 2.758 -6.480
Sr -0.021 -0.170 -0.631
S -0.121 2.414 0.856
S -2.812 -0.089 -0.969
O 0.237 1.201 -2.924
O -0.489 3.565 1.654
N 5.138 0.679 -0.457
N -1.151 1.709 0.013
N -3.249 2.557 -0.869
N 1.319 -1.729 0.618
N 1.178 -1.816 -2.211
N -3.239 1.355 1.215
N 3.706 0.899 1.424
N -1.749 0.792 -3.923
N 0.151 1.035 2.629
C -2.333 -4.593 -4.582
C -5.374 4.175 3.497
C 0.217 1.179 -5.300
C 1.065 -2.120 -3.628
C -5.090 1.954 2.617
C 2.184 -2.317 -1.583
C -2.469 -3.537 -3.692
C -0.445 1.059 -3.937
C -0.766 0.590 3.490
C 5.909 0.088 1.712
C -0.129 -2.994 -3.945
C 4.437 0.267 3.671
C -3.538 3.677 2.010
C 1.638 -2.051 1.882
C 2.324 -2.259 -0.165
C -0.389 0.058 4.710
C 1.919 0.416 4.104
C -0.003 -4.053 -4.836
C 4.661 0.435 2.231
C -5.790 2.853 3.400
C -2.606 1.525 -0.091
C 3.280 -2.896 0.637
C 2.840 -2.763 1.953
C 6.096 0.230 0.352
C 1.444 0.967 2.920
C 3.989 0.986 0.132
C -1.376 -2.742 -3.381
C -1.097 -4.846 -5.157
C -3.946 2.347 1.914
C -4.251 4.575 2.792
C 3.336 0.262 4.427
C 0.959 -0.021 5.017
H 2.953 -2.875 -2.129
H -6.678 2.525 3.926
H -3.235 3.452 -0.391
H 4.166 -3.406 0.287
H 3.198 1.354 -0.512
H -0.979 -5.664 -5.857
H 7.043 -0.016 -0.115
H 6.701 -0.289 2.345
H -3.908 5.600 2.858
H 1.269 1.401 -5.175
H -2.200 0.525 -3.040
H 2.135 1.335 2.170
H 0.081 0.269 -5.879
H 3.307 -3.150 2.845
H -1.504 -1.918 -2.689
H -2.785 2.659 -1.762
H -3.755 0.487 1.196
H -3.184 -5.218 -4.821
H -1.144 -0.284 5.405
H -1.800 0.685 3.180
H 5.357 0.048 4.204
H -2.243 0.614 -4.781
H -2.638 4.011 1.515
H 3.507 0.057 5.480
H -5.431 0.928 2.535
H -5.917 4.878 4.114
H 1.273 -0.445 5.963
H 0.962 -1.176 -4.171
H -3.426 -3.321 -3.233
H 0.974 -1.798 2.697
H 1.972 -2.614 -3.998
H 0.962 -4.266 -5.282
*
```

Summary:
HOMO-LUMO gap = 6.80 eV
electronic energy = -81817.55820 eV


No. 12
Below is a cluster of 2 separate species, C14H10N6O5 in total in a non-equilibrium geometry, with properties calculated with ωB97M-V/def2-TZVPD.

The geometry in ORCA input format:
```
! wB97M-V def2-TZVPD RIJCOSX def2/J DEFGRID3
* xyz 0 1
O -4.293 -2.124 1.560
O 2.398 -3.557 1.928
O 2.059 -1.488 1.357
O -3.193 -0.102 1.537
O 0.543 1.445 -3.363
N -3.185 -1.358 1.552
N 1.647 -2.623 1.623
N -3.851 -3.369 1.580
N -2.359 -6.937 1.536
N 0.322 -0.612 -1.725
N 0.817 0.602 -1.291
C 1.101 3.023 -1.708
C -1.593 -4.498 1.581
C 2.116 4.498 -0.108
C 0.800 1.657 -2.191
C -2.012 -2.097 1.560
C -0.252 -4.198 1.581
C -2.029 -5.823 1.562
C -2.502 -3.397 1.576
C 1.047 5.401 -2.042
C 0.733 4.128 -2.463
C 1.738 5.589 -0.863
C 1.802 3.225 -0.527
C 0.222 -2.873 1.585
C -0.653 -1.812 1.570
H 0.209 3.968 -3.389
H 1.990 6.584 -0.537
H 0.768 -0.912 -2.581
H 2.666 4.642 0.807
H 0.761 6.253 -2.637
H 0.557 0.769 -0.317
H 0.471 -4.997 1.552
H 2.120 2.372 0.046
H -0.666 -0.586 -1.936
H -0.300 -0.793 1.587
*
```

Summary:
SMILES string = N#Cc1cc([N+](=O)[O-])cc2c1no[n+]2[O-].NNC(=O)c1ccccc1
energy above the lowest of the compared OMol25 structures with the same formula, charge and spin = 18.3 kcal per mole
HOMO-LUMO gap = 7.00 eV
electronic energy = -33849.35261 eV